(1)
A gas-phase ion, C6H6N (charge +1) in a non-equilibrium geometry, computed with ωB97M-V/def2-TZVPD.

```
13
Properties=species:S:1:pos:R:3
N -0.39 2.13 1.30
C -0.56 0.05 0.00
C 1.82 0.67 0.27
C -1.45 -0.89 -0.18
C -2.07 -1.94 -0.45
C 0.93 0.11 -0.45
C -0.73 1.10 0.83
H -0.27 2.99 1.75
H 1.71 1.21 1.23
H -2.06 -2.43 0.52
H 0.94 -0.50 -1.44
H -2.61 -2.46 -1.35
H 2.85 0.90 -0.18
```

The calculation puts the HOMO energy at -0.52240 hartree. As for the relative energy (zero: lowest compared OMol25 entry of this formula, charge and spin): 58.2 kcal/mol. For the max |F|, the calculation gives 0.112 Eh/bohr. Its SMILES is C=C=C(C#[NH+])C=C. The frontier orbital gap is 9.26 eV. The charge is +1. The LUMO energy is -4.95 eV. Its calculated total energy is -7797.219 eV.

Atomic partial charges in e from the Löwdin method, atoms 1 to 4: N 0.3718; C -0.1991; C 0.0088; C -0.0004

(2)
A molecular structure, C2H5N3O, computed with ωB97M-V/def2-TZVPD.

```
11
Properties=species:S:1:pos:R:3
O -0.96 -1.61 -0.89
N -2.10 -0.04 0.32
N 0.21 0.11 0.12
N 2.49 0.53 0.02
C -0.96 -0.60 -0.23
C 1.42 -0.13 -0.44
H 0.13 0.82 0.85
H 2.33 1.10 0.87
H -2.14 0.96 0.44
H -2.95 -0.46 -0.03
H 2.51 -0.71 -0.17
```

The calculation puts the HOMO energy at -0.33690 hartree. As for the relative energy (zero: lowest compared OMol25 entry of this formula, charge and spin): 78.8 kcal/mol. For the max |F|, the calculation gives 0.009 Eh/bohr. The frontier orbital gap is 9.85 eV. The LUMO energy is 0.68 eV. Its calculated total energy is -8670.227 eV.

Atomic partial charges in e from the Löwdin method, atoms 1 to 4: O 0.0757; N 0.1443; N 0.0593; N 0.0339

(3)
C8H9N3 in the gas phase in a non-equilibrium geometry, computed with ωB97M-V/def2-TZVPD.

```
20
Properties=species:S:1:pos:R:3
N -0.53 -0.40 -1.17
N 1.35 2.62 -0.78
N 0.65 1.54 -0.38
C 0.58 0.98 0.89
C 0.07 0.78 -1.37
C 1.11 2.63 -2.14
C -0.47 -0.98 0.04
C 0.26 1.51 -2.62
C -1.30 -2.22 -0.01
C -0.06 -0.26 1.13
C 0.00 -0.98 2.52
H 0.24 -0.33 3.37
H -1.42 -2.51 -1.05
H -2.27 -2.06 0.54
H 1.64 3.31 -2.74
H -0.74 -3.16 0.52
H 0.77 -1.79 2.45
H -0.95 -1.43 2.69
H 0.02 1.19 -3.61
H 1.05 1.55 1.71
```

The calculation puts the HOMO energy at -0.29897 hartree. As for the relative energy (zero: lowest compared OMol25 entry of this formula, charge and spin): 36.7 kcal/mol. For the max |F|, the calculation gives 0.096 Eh/bohr. Its SMILES is Cc1cn2nccc2nc1C. The frontier orbital gap is 8.35 eV. The LUMO energy is 0.21 eV. Its calculated total energy is -12910.618 eV.

Atomic partial charges in e from the Löwdin method, atoms 1 to 4: N 0.1531; N 0.0594; N -0.1073; C 0.0669

(4)
2 unconnected molecules or ions with the total composition C6H12O3 in a non-equilibrium geometry, computed with ωB97M-V/def2-TZVPD.

```
21
Properties=species:S:1:pos:R:3
O 1.69 -1.07 -0.26
O 1.81 1.19 -0.60
O 1.12 0.28 2.02
C -0.96 -0.92 -1.71
C -0.08 0.26 1.26
C -0.77 1.59 1.12
C -1.18 -1.85 -0.61
C 0.04 0.01 -1.65
C 0.99 0.06 -0.59
H -2.03 -2.51 -0.76
H -0.31 -2.43 -0.32
H 1.62 1.05 1.73
H -0.09 2.33 0.69
H 2.66 0.96 -1.00
H -1.62 1.50 0.45
H -1.79 -0.73 -2.38
H 0.02 0.87 -2.31
H 1.90 -1.00 0.69
H -1.21 -1.12 0.32
H -0.69 -0.44 1.83
H -1.10 1.98 2.09
```

The calculation puts the HOMO energy at -0.28904 hartree. As for the relative energy (zero: lowest compared OMol25 entry of this formula, charge and spin): 91.0 kcal/mol. For the max |F|, the calculation gives 0.055 Eh/bohr. The frontier orbital gap is 8.58 eV. The LUMO energy is 0.71 eV. Its calculated total energy is -12555.904 eV.

Atomic partial charges in e from the Löwdin method, atoms 1 to 4: O 0.0270; O 0.0280; O -0.0737; C -0.1347

(5)
2 unconnected molecules or ions with the total composition C7H6ClN3 in a non-equilibrium geometry, computed with ωB97M-V/def2-TZVPD.

```
17
Properties=species:S:1:pos:R:3
Cl -1.22 -1.42 2.21
N -0.62 0.28 2.07
N 0.78 1.09 -0.22
N -3.09 -1.88 -0.54
C -0.16 0.26 0.11
C 1.22 1.11 -1.45
C 0.67 0.19 -2.43
C 0.64 0.46 2.74
C -2.13 -1.23 -0.46
C -0.44 -0.51 -2.04
C -0.89 -0.54 -0.71
H -0.96 -1.19 -2.74
H 1.30 -0.42 2.72
H 1.19 1.30 2.08
H 2.06 1.79 -1.58
H 1.01 0.07 -3.49
H 0.64 0.65 3.72
```

The calculation puts the HOMO energy at -0.34154 hartree. As for the relative energy (zero: lowest compared OMol25 entry of this formula, charge and spin): 43.2 kcal/mol. For the max |F|, the calculation gives 0.118 Eh/bohr. The frontier orbital gap is 8.92 eV. The LUMO energy is -0.37 eV. Its calculated total energy is -24344.467 eV.

Atomic partial charges in e from the Löwdin method, atoms 1 to 4: Cl 0.5582; N -0.3935; N 0.0894; N 0.1682

(6)
A molecular structure, C32H35IrN4OPS3 in a non-equilibrium geometry, computed with ωB97M-V/def2-TZVPD.

```
77
Properties=species:S:1:pos:R:3
Ir 0.15 -0.31 0.76
S 0.12 -2.25 -0.66
S 2.81 0.19 4.55
S -3.49 -0.11 3.44
P -0.15 1.84 -0.08
O 2.26 -3.36 3.51
N -1.36 -0.35 2.16
N 0.79 -4.75 -0.15
N 1.02 -3.30 1.66
N 1.25 -0.09 2.60
C -1.05 2.90 2.30
C 3.78 2.39 -0.71
C -0.99 -5.62 -1.68
C -2.03 0.06 4.30
C -3.24 3.84 2.58
C -1.33 2.66 0.95
C -3.34 -0.63 0.68
C 0.45 -5.14 -1.54
C -2.67 -0.38 1.99
C 2.48 1.89 -0.72
C 2.54 -7.65 3.16
C -2.59 2.98 0.43
C 1.49 2.52 0.05
C 1.68 -4.04 2.71
C -0.64 1.99 -1.81
C 1.80 3.63 0.84
C 1.13 0.16 4.87
C -1.99 3.50 3.11
C 4.08 3.49 0.07
C 0.44 0.01 3.72
C 1.55 -5.51 2.74
C 2.54 -0.01 2.89
C 0.17 -7.47 2.78
C -1.28 -6.89 -0.88
C -0.98 -0.09 3.47
C 0.68 -3.57 0.37
C 3.10 4.12 0.84
C -3.54 3.59 1.25
C 1.29 -8.25 3.04
C 3.63 -0.10 1.88
C 2.67 -6.28 3.04
C 0.29 -6.11 2.62
H -0.78 3.06 -2.01
H 3.21 -0.21 0.88
H -0.59 -5.50 2.44
H 2.24 1.03 -1.33
H 3.42 -8.26 3.37
H 4.54 1.93 -1.33
H 5.10 3.88 0.09
H -1.16 -5.81 -2.74
H 1.14 -5.94 -1.82
H 0.16 1.61 -2.44
H -4.37 -0.27 0.69
H 0.75 0.26 5.88
H -1.56 1.45 -2.03
H -2.79 -0.13 -0.12
H -1.66 -4.81 -1.38
H 4.27 0.79 1.91
H -0.66 -7.72 -1.22
H -2.84 2.80 -0.60
H -1.12 -6.75 0.19
H -3.98 4.30 3.22
H 0.63 -4.29 -2.19
H 3.34 5.00 1.42
H 1.04 4.14 1.41
H 4.27 -0.96 2.10
H -0.08 2.64 2.71
H 1.08 -5.50 0.47
H -2.32 -7.18 -1.01
H -4.50 3.87 0.84
H -3.35 -1.70 0.47
H -0.81 -7.94 2.73
H -2.02 0.26 5.37
H 1.19 -9.32 3.15
H 3.63 -5.80 3.17
H 1.04 -2.32 1.89
H -1.76 3.73 4.14
```

The calculation puts the HOMO energy (alpha / beta) at -0.60356 / -0.60356 hartree. As for the relative energy (zero: lowest compared OMol25 entry of this formula, charge and spin): 31.4 kcal/mol. For the max |F|, the calculation gives 0.043 Eh/bohr. The frontier orbital gap (alpha / beta) is 5.58 / 5.58 eV. The charge is +3. The LUMO energy (alpha / beta) is -10.85 / -10.84 eV. Its calculated total energy is -86370.177 eV.

Atomic partial charges in e from the Löwdin method, atoms 1 to 4: Ir 0.9236; S 0.6481; S 1.2224; S 1.2162

(7)
C4H5NO in the gas phase in a non-equilibrium geometry, computed with ωB97M-V/def2-TZVPD.

```
11
Properties=species:S:1:pos:R:3
O -1.48 1.50 0.14
N -0.19 1.34 -0.37
C 2.34 -0.15 0.16
C 1.51 -0.19 -0.72
C 0.10 0.10 -0.45
C -0.73 -1.06 0.00
H -1.41 -1.34 -0.82
H -1.56 2.46 0.14
H -0.10 -1.92 0.25
H 2.85 -0.05 1.07
H -1.33 -0.77 0.86
```

The calculation puts the HOMO energy at -0.33167 hartree. As for the relative energy (zero: lowest compared OMol25 entry of this formula, charge and spin): 109.8 kcal/mol. For the max |F|, the calculation gives 0.026 Eh/bohr. Its SMILES is C#C/C(C)=N/O. The frontier orbital gap is 9.48 eV. The LUMO energy is 0.45 eV. Its calculated total energy is -7761.763 eV.

Atomic partial charges in e from the Löwdin method, atoms 1 to 4: O -0.0737; N 0.0233; C 0.1513; C -0.0514